{"formula": "C29H32F3N2O", "method": "the ωB97M-V functional and the def2-TZVPD basis", "e_lumo_ev": -2.59, "charge": 1, "homo_ha": -0.43762, "max_force_ev_per_a": 4.66, "elements": ["C", "N", "C", "O", "C", "C", "C", "C", "C", "C", "C", "C", "N", "C", "C", "C", "C", "C", "C", "C", "C", "C", "C", "C", "C", "F", "F", "F", "C", "C", "C", "C", "C", "C", "C", "H", "H", "H", "H", "H", "H", "H", "H", "H", "H", "H", "H", "H", "H", "H", "H", "H", "H", "H", "H", "H", "H", "H", "H", "H", "H", "H", "H", "H", "H", "H", "H"], "xyz": [[4.37061, 0.32641, -0.56324], [2.93760, 0.15428, -0.50905], [2.28497, -0.23835, -1.66129], [2.83554, -0.63847, -2.68833], [0.80410, -0.19161, -1.45191], [0.06175, 0.82436, -2.35841], [-0.99474, 0.13183, -3.20371], [-0.66901, -1.04149, -3.90161], [-1.66903, -1.77329, -4.54743], [-2.99191, -1.31954, -4.54217], [-3.30906, -0.11582, -3.90033], [-2.31077, 0.61216, -3.24875], [0.66861, 0.04135, 0.07659], [0.17201, -1.03675, 0.83699], [-0.54469, -2.07294, -0.03670], [0.04703, -3.32909, -0.25666], [-0.61002, -4.26444, -1.05015], [-1.88492, -3.97267, -1.55367], [-2.45292, -2.70974, -1.36422], [-1.70956, -1.71794, -0.72825], [-0.69860, -0.55961, 2.00307], [-0.10184, -0.21474, 3.22334], [-0.82654, 0.45618, 4.20499], [-2.16229, 0.76225, 3.96025], [-2.96232, 1.59266, 4.91250], [-3.83915, 2.41073, 4.24304], [-2.18082, 2.39408, 5.69393], [-3.72002, 0.82090, 5.75876], [-2.81396, 0.27712, 2.84226], [-2.08575, -0.43375, 1.89817], [2.11490, 0.52532, 0.59992], [2.27084, 2.02465, 1.07769], [2.13779, 2.96991, -0.11225], [3.63928, 2.15832, 1.75826], [1.20990, 2.37956, 2.10827], [4.75121, -0.31363, -1.36362], [4.64374, 1.36724, -0.79925], [4.82045, 0.03305, 0.39032], [0.46843, -1.20409, -1.69781], [-0.39036, 1.62889, -1.75882], [0.81886, 1.29224, -3.01981], [0.36221, -1.40553, -3.90195], [-1.41139, -2.71525, -5.04065], [-3.77482, -1.90013, -5.03893], [-4.33855, 0.25165, -3.89762], [-2.55244, 1.55007, -2.74085], [0.06963, 0.86463, 0.18936], [1.04419, -1.56075, 1.24745], [1.02474, -3.54118, 0.19434], [-0.13618, -5.23207, -1.25014], [-2.44266, -4.72657, -2.11491], [-3.45987, -2.48147, -1.72635], [-2.04807, -0.67341, -0.74138], [0.94454, -0.46250, 3.40332], [-0.35219, 0.76298, 5.12906], [-3.87420, 0.45262, 2.69250], [-2.65933, -0.87069, 1.09276], [2.35465, -0.12571, 1.46411], [1.13551, 2.92027, -0.55594], [2.29082, 4.00318, 0.22980], [2.88927, 2.76873, -0.88671], [3.84547, 1.28676, 2.39702], [4.46129, 2.27567, 1.04266], [3.65722, 3.04652, 2.40757], [1.35432, 1.81440, 3.03500], [1.29614, 3.44653, 2.36230], [0.19036, 2.21566, 1.73723]], "forces_ev_per_angstrom": [[0.59, 0.00, 0.11], [-0.55, -0.24, -1.29], [1.62, -0.44, -0.70], [-1.09, 0.93, 1.59], [0.25, -0.05, 0.09], [0.33, 0.02, -0.21], [-0.31, -0.17, -0.23], [-0.33, 0.06, 0.17], [0.05, 0.13, -0.01], [0.09, 0.16, 0.11], [0.11, -0.12, -0.13], [0.21, -0.21, 0.13], [2.03, 3.66, -2.05], [-1.49, -3.89, 1.60], [0.26, 0.04, -0.33], [-0.26, 0.48, 0.36], [-0.18, -0.14, -0.11], [-0.01, -0.07, 0.14], [0.20, 0.06, -0.22], [-0.25, -0.35, 0.40], [0.05, -0.12, 0.43], [-0.12, -0.01, -0.13], [-0.12, -0.16, -0.28], [0.08, 0.13, 0.22], [-0.93, 0.77, 1.16], [0.85, -0.75, 0.61], [-0.61, -0.71, -0.68], [0.76, 0.70, -0.82], [0.35, -0.26, -0.12], [-0.35, 0.35, -0.11], [0.06, 0.09, 0.30], [-0.49, -0.43, -0.55], [0.25, 0.24, -0.09], [0.38, 0.10, 0.09], [-0.10, 0.16, 0.31], [-0.12, 0.08, 0.18], [-0.05, -0.39, 0.08], [-0.01, 0.06, -0.22], [-0.07, 0.43, 0.33], [0.08, -0.17, -0.16], [-0.36, -0.15, 0.36], [-0.26, 0.08, -0.04], [-0.10, 0.39, 0.12], [0.30, 0.23, 0.19], [0.37, -0.11, -0.04], [-0.01, -0.29, -0.13], [-0.06, -0.13, 0.04], [-0.21, 0.06, 0.01], [-0.45, -0.06, -0.17], [-0.28, 0.41, 0.08], [0.24, 0.21, 0.23], [0.51, -0.09, -0.12], [-0.03, -0.62, 0.05], [-0.19, 0.15, -0.06], [-0.05, -0.01, -0.05], [0.13, -0.06, 0.09], [0.30, 0.16, 0.04], [-0.37, 0.28, -0.31], [0.15, 0.03, -0.01], [-0.07, -0.26, -0.12], [-0.25, 0.03, 0.10], [0.03, 0.24, -0.10], [-0.26, -0.06, 0.28], [-0.14, -0.26, -0.22], [-0.13, 0.15, -0.23], [-0.03, -0.31, -0.13], [0.05, 0.04, 0.19]]}

---

{"formula": "C20H29N3O5S", "method": "the ωB97M-V functional and the def2-TZVPD basis", "e_lumo_ev": 0.42, "homo_ha": -0.35145, "max_force_ev_per_a": 1.75, "elements": ["C", "C", "C", "C", "C", "N", "C", "O", "O", "C", "C", "C", "C", "C", "N", "N", "C", "S", "O", "O", "C", "C", "C", "C", "C", "C", "C", "C", "O", "H", "H", "H", "H", "H", "H", "H", "H", "H", "H", "H", "H", "H", "H", "H", "H", "H", "H", "H", "H", "H", "H", "H", "H", "H", "H", "H", "H", "H"], "xyz": [[-0.29796, -1.88276, -2.45832], [0.81993, -2.70221, -1.82316], [0.62743, -3.01519, -0.33400], [1.65476, -4.05715, 0.10995], [0.76102, -1.76932, 0.58761], [1.55621, -0.70536, 0.02069], [2.84457, -0.48675, 0.39240], [3.45004, -1.17871, 1.17050], [3.30607, 0.59839, -0.25291], [4.68638, 1.01719, -0.09166], [5.62727, -0.08504, -0.57600], [4.97140, 1.37761, 1.36553], [4.80318, 2.25350, -0.98465], [-0.56162, -1.21589, 0.98975], [-0.90991, -0.80942, 2.17046], [-2.17529, -0.36437, 2.08302], [-2.54336, -0.52366, 0.85564], [-4.06809, -0.02057, 0.02336], [-5.18536, -0.38553, 0.83830], [-3.98644, -0.55603, -1.30232], [-3.85054, 1.79218, -0.01736], [-2.42453, 1.99372, -0.38498], [-2.01317, 1.81560, -1.70177], [-0.66837, 1.88747, -2.01805], [0.27358, 2.11831, -1.02764], [-0.11963, 2.29072, 0.29496], [0.88331, 2.50933, 1.38339], [-1.47444, 2.23562, 0.59950], [-1.56834, -1.05607, 0.10490], [-0.35228, -0.87614, -2.05241], [-0.13060, -1.80339, -3.53039], [-1.26395, -2.35602, -2.29999], [1.77780, -2.19616, -1.96003], [0.88001, -3.65755, -2.34896], [-0.37632, -3.43052, -0.19560], [2.65673, -3.63897, 0.05758], [1.46756, -4.36782, 1.13477], [1.60846, -4.93661, -0.52756], [1.27715, -2.06099, 1.51093], [1.13948, -0.07269, -0.64523], [5.53435, -0.96168, 0.05898], [5.38394, -0.36261, -1.59960], [6.65380, 0.26815, -0.54152], [5.99026, 1.74315, 1.45633], [4.85187, 0.50265, 1.99803], [4.28861, 2.15320, 1.70621], [4.56054, 1.99649, -2.01258], [4.11716, 3.02744, -0.64923], [5.81624, 2.64194, -0.94719], [-4.10094, 2.14751, 0.97704], [-4.55034, 2.16532, -0.76011], [-2.74423, 1.60434, -2.46588], [-0.35079, 1.75410, -3.04155], [1.32339, 2.16788, -1.28051], [0.71601, 1.80339, 2.19595], [1.89311, 2.37781, 1.00582], [0.78768, 3.51576, 1.78959], [-1.78976, 2.36563, 1.62518]], "forces_ev_per_angstrom": [[0.24, -0.11, -0.03], [-0.31, -0.02, 0.11], [0.28, -0.12, -0.09], [-0.21, 0.09, -0.06], [0.01, -0.15, -0.19], [-0.05, 0.18, -0.10], [-0.40, 0.02, -0.25], [0.32, -0.22, 0.33], [-0.04, 0.17, -0.12], [0.62, 0.13, 0.08], [-0.30, 0.03, 0.11], [-0.21, -0.18, -0.16], [-0.21, -0.38, 0.20], [-0.14, 0.22, 0.49], [1.19, -0.47, 0.04], [-1.68, 0.43, -0.22], [-0.12, 0.09, 0.24], [-0.49, -0.17, 0.21], [0.16, 0.25, 0.28], [0.33, 0.18, -0.14], [0.09, -0.88, 0.14], [0.48, 0.45, -0.23], [0.02, 0.11, 0.03], [-0.04, 0.03, -0.07], [-0.12, 0.10, 0.00], [-0.03, -0.03, -0.03], [0.00, 0.06, 0.05], [0.01, 0.11, -0.17], [0.22, -0.19, -0.32], [-0.08, 0.11, -0.02], [-0.03, 0.06, -0.11], [-0.13, 0.01, 0.01], [0.06, -0.09, -0.02], [0.08, -0.02, 0.02], [0.01, 0.00, -0.01], [0.16, 0.02, 0.01], [0.05, -0.05, 0.14], [0.02, -0.10, -0.05], [-0.25, 0.07, -0.13], [0.07, -0.03, 0.05], [0.06, -0.04, 0.00], [0.01, -0.01, -0.12], [0.12, 0.07, -0.02], [0.12, 0.08, -0.01], [0.05, 0.01, 0.05], [-0.04, 0.11, 0.03], [0.00, -0.02, -0.13], [-0.06, 0.11, 0.04], [0.12, 0.04, 0.01], [-0.04, 0.05, 0.08], [-0.14, -0.10, -0.04], [-0.08, -0.04, -0.11], [0.02, -0.01, -0.10], [0.13, 0.00, -0.01], [0.04, -0.04, 0.08], [0.10, 0.00, 0.02], [0.05, 0.06, 0.07], [-0.04, -0.02, 0.12]]}

---

{"formula": "C5H12N2O", "method": "the ωB97M-V functional and the def2-TZVPD basis", "e_lumo_ev": 0.96, "homo_ha": -0.27268, "max_force_ev_per_a": 2.72, "elements": ["N", "C", "C", "N", "C", "C", "C", "O", "H", "H", "H", "H", "H", "H", "H", "H", "H", "H", "H", "H"], "xyz": [[-1.26198, 2.38088, 1.36240], [-0.81418, 1.50938, 0.36678], [0.42486, 1.00287, 0.32186], [1.32012, 1.20388, 1.40531], [0.83506, 0.16214, -0.83541], [0.87028, -1.33846, -0.47241], [-0.50194, -1.97401, -0.45238], [-0.91063, -2.59782, -1.69896], [-2.25292, 2.54198, 1.40939], [-0.85372, 2.27297, 2.27902], [-1.45451, 1.35401, -0.50806], [1.58410, 2.17211, 1.52248], [2.09987, 0.56925, 1.45150], [0.13455, 0.19755, -1.67441], [1.83712, 0.36614, -1.24415], [1.53332, -1.92834, -1.11469], [1.30393, -1.51823, 0.51725], [-0.73698, -2.84726, 0.18092], [-1.36942, -1.32375, -0.20381], [-0.39508, -2.29349, -2.45714]], "forces_ev_per_angstrom": [[-0.19, 0.10, -0.02], [0.30, 0.25, -0.34], [-0.43, 0.12, -0.19], [-0.41, 0.06, 0.05], [0.56, -1.52, -0.42], [-0.10, -0.72, 0.96], [-2.33, -1.26, -0.65], [0.40, 0.23, -0.75], [-0.04, -0.13, -0.06], [0.13, -0.20, -0.09], [0.09, 0.24, 0.49], [0.21, -0.08, 0.03], [0.12, 0.14, -0.15], [-0.04, 0.56, 0.09], [-0.26, 0.56, 0.26], [-0.22, 0.13, -0.28], [0.05, 0.37, 0.10], [1.21, 0.50, 0.59], [1.01, 0.49, 0.03], [-0.06, 0.15, 0.34]]}

---

- Number 2 is which compound?
  C20H29N3O5S